No. 1
20
Properties=species:S:1:pos:R:3:forces:R:3:mulliken_spin:R:1 method="wB97M-V/def2-TZVPD" relative_energy_kj_mol=93.5 homo_lumo_gap_ev="4.49 / 7.59" e_homo_ha="-0.13181 / -0.39652" spin_multiplicity=3 s_squared=2.01 largest_force_ev_per_a=4.079 energy_ha=-614.66169
C 1.23583 0.28878 -1.04287 0.6402 -1.1504 1.2369 -0.01
C 0.53855 0.30853 1.53482 2.5812 1.3793 -0.9392 0.27
C 0.88974 -1.93198 0.22134 -3.0132 1.2535 -2.4470 0.07
C -1.66794 1.58086 -0.43199 1.2551 0.0204 -2.0788 0.22
C 0.47993 -0.43515 0.18820 0.8064 0.8422 -1.8771 -0.02
O -2.41934 -1.15463 0.54222 -2.2732 -2.6695 0.3951 0.34
P -1.38892 -0.27046 -0.25891 1.5636 3.6198 0.3480 1.21
H 1.73944 -0.54230 -1.62581 -0.4609 1.2858 0.4639 -0.01
H 0.52976 0.81387 -1.67666 0.1986 0.1735 -0.1564 0.02
H 1.99299 1.00506 -0.65232 -0.3596 -0.4566 -0.3893 0.01
H 1.54383 0.39970 2.04190 -0.5637 -0.7676 -0.7704 0.01
H -0.14095 -0.08898 2.20234 -1.3458 -0.9527 1.4992 -0.11
H 0.29786 1.37231 1.43085 -0.2839 -0.2696 -0.2307 -0.02
H 0.04944 -2.42427 0.71162 0.2767 -0.7344 -0.1538 0.00
H 1.11502 -2.30070 -0.83619 -0.6026 0.2310 1.6022 0.00
H 1.71952 -1.98116 0.79533 2.8138 -0.5027 1.8290 0.00
H -1.92092 1.96510 -1.45588 0.6644 -0.5297 -0.0897 -0.02
H -2.54211 1.95070 0.03046 -0.6988 -0.0845 1.4578 -0.02
H -0.74852 2.11286 -0.10410 -0.7892 -0.2377 -0.0529 -0.04
H -1.30320 -0.66811 -1.61434 -0.4091 -0.4502 0.3530 0.11



No. 2
19
Properties=species:S:1:pos:R:3:forces:R:3:mulliken_spin:R:1 method="wB97M-V/def2-TZVPD" relative_energy_kj_mol=35.9 homo_lumo_gap_ev="2.69 / 11.95" e_homo_ha="0.05466 / -0.28471" charge=-1 spin_multiplicity=2 s_squared=0.75 largest_force_ev_per_a=1.186 energy_ha=-198.81885
C -0.61450 1.01937 1.01741 0.0940 -0.0664 -0.6879 -2.01
C -1.16589 2.31390 0.40277 -0.2853 -0.2749 0.5004 0.97
C 0.53675 1.16326 2.02284 -0.4742 -0.7586 0.7788 0.72
H -1.45613 0.48332 1.45560 0.1179 -0.0985 0.2542 -0.24
H -0.25329 0.37406 0.21201 -0.1401 0.0227 -0.0062 1.64
H -2.24811 2.25963 0.24341 0.0250 -0.1873 -0.0399 0.02
H 0.18549 0.79761 2.99764 0.0256 0.3055 0.0802 -0.01
H 1.35163 0.47419 1.80323 0.2432 0.1808 -0.3000 -0.46
H 0.93443 2.16151 2.18840 -0.0591 0.1280 -0.2963 0.04
H -1.03267 3.11087 1.13704 0.1871 0.3516 -0.3867 -0.09
H -0.72940 2.50854 -0.57409 0.2898 0.4067 0.1217 -0.59
C 0.12786 -2.48387 -1.09264 -0.0668 0.6019 -0.8648 1.02
C 0.97929 -1.68443 -2.11985 0.3660 -0.6942 0.4989 2.08
H -0.82530 -1.95609 -1.00796 0.0285 -0.1273 0.5857 0.04
H -0.12085 -3.47676 -1.46615 0.1083 -0.1074 0.0158 -0.41
H 0.65767 -2.55947 -0.14605 -0.2579 -0.0062 0.1809 -0.35
H 1.39840 -2.37439 -2.85516 -0.0581 0.1580 -0.2552 -0.97
H 1.85192 -1.24992 -1.62367 -0.1199 0.1884 -0.0210 0.02
H 0.42270 -0.88132 -2.59478 -0.0240 -0.0227 -0.1584 -0.42



No. 3
19
Properties=species:S:1:pos:R:3:forces:R:3:mulliken_spin:R:1 method="wB97M-V/def2-TZVPD" relative_energy_kj_mol=140.8 homo_lumo_gap_ev="2.65 / 11.30" e_homo_ha="0.05440 / -0.26367" charge=-1 spin_multiplicity=2 s_squared=0.75 largest_force_ev_per_a=5.136 energy_ha=-198.77889
C -0.11126 3.39479 1.63491 -1.0228 0.6522 -3.1588 0.38
C 0.50384 2.15045 1.00394 2.8714 -0.5021 -0.9055 1.27
H -0.29633 3.32120 2.67703 -0.5752 -0.0291 0.8195 -0.19
H 0.57710 4.23932 1.45088 -0.3097 -0.1969 0.2832 -0.05
H -1.04044 3.62652 0.93285 1.3556 -0.1980 2.1362 -0.22
H 0.42611 1.14466 1.52049 0.2648 1.3990 -0.2429 -0.29
H 0.12109 1.96559 0.00870 -0.6370 -0.0956 -0.2220 -0.17
H 1.62640 2.41237 0.66320 -1.9491 -1.0002 1.3197 -0.23
C -0.03697 -2.19312 -0.34129 1.1029 0.3622 5.0028 -0.02
C -1.15540 -1.22107 -0.63060 0.5101 -0.2210 -1.8007 1.50
C 0.68844 -2.73913 -1.55861 0.4394 0.1015 -1.4341 0.46
H 0.70738 -1.53190 0.34622 -1.1701 -1.5533 -1.6314 0.05
H -0.38599 -3.01126 0.47901 0.8441 1.4182 -2.1838 -0.21
H -1.85814 -1.72162 -1.26475 -0.8627 -0.2991 -0.4204 -0.42
H 0.59478 -1.98204 -2.45419 0.4172 -1.3588 1.7382 -0.05
H 1.78860 -3.00047 -1.37052 -1.4505 0.5714 -0.2153 -0.13
H 0.21333 -3.67960 -1.91357 0.1672 0.5019 0.1082 -0.10
H -1.69724 -0.66341 0.11792 0.3151 -0.1131 0.7159 -0.53
H -0.66530 -0.51126 -1.30161 -0.3107 0.5609 0.0912 -0.04